DFT (ωB97M-V/def2-TZVPD) results for 11 unconnected molecules or ions with the total composition C46H82F2O13S2.

Properties
Energy   -3775.7848 Eh
Max |F|   5.20 eV/Å
Molecular weight   945.3 g mol⁻¹
HOMO level   -9.352 eV
Lowest unoccupied orbital energy   0.01 eV
HOMO-LUMO gap   9.367 eV

Geometry as ORCA input:
```
! wB97M-V def2-TZVPD RIJCOSX def2/J DEFGRID3
* xyz 0 1
C 2.53 -6.26 2.49
C 1.10 -6.33 2.96
C 1.33 -6.61 4.41
O 2.41 -5.78 4.74
C 3.19 -5.49 3.62
H 2.67 -5.73 1.55
H 3.05 -7.21 2.32
H 0.67 -7.20 2.45
H 0.56 -5.39 2.79
H 1.53 -7.66 4.63
H 0.46 -6.40 5.02
H 4.21 -5.88 3.67
H 3.25 -4.42 3.44
C 4.57 6.58 -0.30
C 3.96 6.92 -1.63
C 3.26 5.66 -2.13
O 3.72 4.63 -1.26
C 4.86 5.07 -0.55
H 3.91 6.76 0.54
H 5.52 7.05 -0.04
H 4.70 7.24 -2.37
H 3.26 7.75 -1.56
H 3.40 5.50 -3.20
H 2.20 5.71 -1.91
H 5.80 4.84 -1.05
H 4.90 4.58 0.43
C -0.70 3.56 9.17
C -1.59 2.40 8.48
C -2.01 3.14 7.19
O -1.01 4.07 6.92
C -0.08 4.39 8.04
H 0.01 3.15 9.90
H -1.30 4.26 9.75
H -2.53 2.02 8.88
H -1.01 1.50 8.26
H -2.99 3.61 7.30
H -2.16 2.47 6.34
H -0.09 5.45 8.32
H 0.96 4.11 7.86
C 1.29 -7.80 -3.57
C 1.72 -8.90 -4.45
C 0.62 -10.03 -4.16
O -0.06 -9.59 -2.95
C 0.51 -8.42 -2.40
H 0.61 -7.24 -4.21
H 2.07 -7.08 -3.31
H 2.68 -9.26 -4.06
H 1.74 -8.55 -5.48
H 1.15 -10.90 -3.79
H -0.08 -10.08 -5.00
H 1.17 -8.87 -1.66
H -0.19 -7.72 -1.93
C 3.96 0.65 6.05
C 4.71 0.35 7.32
C 3.63 0.16 8.36
O 2.50 0.20 7.56
C 2.68 -0.14 6.24
H 4.55 0.30 5.20
H 3.73 1.71 5.97
H 5.45 1.07 7.67
H 5.16 -0.59 7.01
H 3.54 1.11 8.89
H 3.78 -0.53 9.18
H 1.83 0.08 5.60
H 2.78 -1.21 6.05
C -6.19 -5.83 -1.61
C -5.32 -4.64 -1.68
C -5.09 -4.28 -0.25
O -6.33 -4.45 0.35
C -7.10 -5.46 -0.39
H -5.63 -6.74 -1.42
H -6.81 -6.02 -2.49
H -5.85 -3.84 -2.20
H -4.30 -4.76 -2.05
H -4.83 -3.22 -0.24
H -4.30 -4.91 0.17
H -8.14 -5.24 -0.62
H -7.23 -6.34 0.23
C -2.10 8.83 0.82
C -2.52 9.80 -0.19
C -1.94 9.06 -1.34
O -2.28 7.69 -1.18
C -2.28 7.45 0.20
H -2.64 8.85 1.76
H -1.04 8.96 1.02
H -2.12 10.81 -0.18
H -3.60 9.81 -0.30
H -0.92 9.25 -1.67
H -2.41 9.50 -2.21
H -1.51 6.82 0.64
H -3.26 6.98 0.28
O -1.94 2.02 0.23
S -0.91 1.08 0.67
O -1.31 -0.07 1.46
O -0.10 0.56 -0.75
C 0.22 -0.78 -0.84
C 1.38 -0.79 -1.87
C 0.53 2.03 1.47
H -0.61 -1.39 -1.22
H 0.54 -1.17 0.13
H 1.22 -0.40 -2.87
H 1.54 -1.86 -1.99
H 2.34 -0.41 -1.53
H 0.32 2.31 2.51
H 0.83 2.91 0.91
H 1.38 1.35 1.41
O -8.68 4.27 -4.29
S -8.32 4.05 -2.91
O -8.82 4.89 -1.85
O -8.54 2.50 -2.51
C -8.27 1.43 -3.39
C -8.85 0.11 -2.75
C -6.47 4.13 -2.86
H -7.22 1.48 -3.66
H -8.59 1.55 -4.42
H -8.31 -0.18 -1.84
H -8.88 -0.65 -3.52
H -9.85 0.33 -2.36
H -6.04 3.69 -1.96
H -6.21 5.18 -2.94
H -6.15 3.69 -3.80
F 6.11 -5.78 -2.07
C 7.29 -5.39 -2.62
C 7.58 -4.12 -3.00
C 8.87 -3.76 -3.44
C 9.83 -4.77 -3.48
C 9.60 -6.10 -3.10
C 8.32 -6.37 -2.63
H 6.80 -3.37 -3.01
H 9.19 -2.83 -3.88
H 10.82 -4.41 -3.71
H 10.44 -6.77 -3.07
H 8.19 -7.33 -2.17
F -0.15 5.59 -8.10
C -0.53 4.47 -7.45
C -0.69 4.49 -6.10
C -1.15 3.39 -5.44
C -1.37 2.22 -6.10
C -1.15 2.09 -7.48
C -0.70 3.25 -8.11
H -0.64 5.49 -5.68
H -1.33 3.44 -4.38
H -1.86 1.46 -5.51
H -1.37 1.17 -8.00
H -0.59 3.21 -9.18
*
```

These are the Mulliken partial charges, in e, on atoms 1 to 4: -0.6098 -0.4112 -0.4718 -0.3917

DFT (ωB97M-V/def2-TZVPD) results for 2 unconnected molecules or ions with the total composition C3H10N3O.

Properties
Energy   -359.5663 Eh
Max |F|   2.60 eV/Å
Molecular weight   104.1 g mol⁻¹
HOMO level   -13.966 eV
Lowest unoccupied orbital energy   -3.30 eV
HOMO-LUMO gap   10.663 eV
Energy relative to the best compared isomer or geometry (same formula, charge and spin)   46.2 kcal per mole

Geometry as ORCA input:
```
! wB97M-V def2-TZVPD RIJCOSX def2/J DEFGRID3
* xyz 1 1
O -2.90 0.81 0.42
C -2.02 0.42 1.16
C -0.58 0.95 1.06
N -0.38 1.47 -0.32
H -2.16 -0.30 1.98
H -0.49 1.76 1.76
H 0.17 0.14 1.19
H 0.39 2.13 -0.38
H -0.18 0.64 -0.95
H -1.23 1.96 -0.62
N 2.27 -1.06 -0.32
C 1.07 -1.63 -0.62
N 0.14 -0.98 -1.31
H 2.56 -0.33 -0.95
H 3.04 -1.69 -0.14
H 0.87 -2.67 -0.28
H -0.56 -1.62 -1.66
*
```

These are the natural (NBO) partial charges, in e, on atoms 1 to 4: -0.4824 0.4229 -0.3376 -0.7137